ORCA calculation (ωB97M-V/def2-TZVPD) on 2 unconnected molecules or ions with the total composition C4H12NO2 at a distorted geometry.

Values from the calculation:
2S+1: 2
Charge: 0
Max |F|: 3.0 eV/Å
Expectation value of S²: 0.75
E_LUMO (spin up / spin down): 0.5 / 0.3 eV
Kohn-Sham gap (spin up / spin down): 4.27 / 7.85 eV

Cartesian coordinates (Å):
O -1.009 -1.003 -1.496
C -1.116 -0.269 -0.455
C 0.078 0.042 0.430
C 0.374 1.531 0.714
C -0.755 2.544 0.490
N 1.159 -0.817 -0.142
H -2.141 -0.025 -0.149
H -0.178 -0.476 1.374
H 1.220 1.777 0.055
H 0.656 1.681 1.762
H -0.879 2.903 -0.525
H -1.754 2.229 0.820
H -0.600 3.303 1.267
H 1.445 -0.384 -1.021
H 0.841 -1.813 -0.344
H 1.912 -0.891 0.537
H -0.428 -3.219 -1.421
H 0.875 -3.879 -1.142
O 0.298 -3.234 -0.754

Forces on atoms 1 to 3 (eV/Å):
0.668 -0.829 -0.831
-0.683 0.952 -0.415
-2.696 -1.217 0.630

---

ORCA calculation (ωB97M-V/def2-TZVPD) on a gas-phase ion, C8H13FN3 (charge +1) at a distorted geometry.

Values from the calculation:
Charge: +1
Max |F|: 4.5 eV/Å
E_LUMO: -3.6 eV
Kohn-Sham gap: 7.98 eV

Cartesian coordinates (Å):
C 2.087 1.768 0.344
C 1.812 2.778 1.264
C 1.164 0.890 -0.101
C 0.429 -1.032 -0.797
C 1.406 0.109 -1.282
C -0.200 0.199 0.163
C -1.455 0.714 -0.538
C -0.428 -0.357 1.588
N 0.562 2.817 1.481
N -0.502 2.555 1.214
N -0.429 -1.721 -1.770
F 2.684 -0.487 -1.530
H 3.069 1.765 -0.223
H 2.343 3.481 1.828
H 1.012 -1.589 -0.100
H 1.113 0.548 -2.234
H -1.414 1.389 -1.423
H -1.955 1.452 0.243
H -2.044 -0.228 -0.708
H 0.511 -0.955 1.911
H -1.273 -0.996 1.602
H -0.614 0.671 2.171
H -0.060 -2.579 -2.226
H -0.634 -1.055 -2.563
H -1.297 -1.869 -1.349

Forces on atoms 1 to 3 (eV/Å):
1.201 -0.954 -1.851
1.028 0.536 1.212
0.346 0.561 0.154

---

What did the first record say?
ORCA calculation (ωB97M-V/def2-TZVPD) on 2 unconnected molecules or ions with the total composition C4H12NO2 at a distorted geometry.

Values from the calculation:
2S+1: 2
Charge: 0
Max |F|: 3.0 eV/Å
Expectation value of S²: 0.75
E_LUMO (spin up / spin down): 0.5 / 0.3 eV
Kohn-Sham gap (spin up / spin down): 4.27 / 7.85 eV

Cartesian coordinates (Å):
O -1.009 -1.003 -1.496
C -1.116 -0.269 -0.455
C 0.078 0.042 0.430
C 0.374 1.531 0.714
C -0.755 2.544 0.490
N 1.159 -0.817 -0.142
H -2.141 -0.025 -0.149
H -0.178 -0.476 1.374
H 1.220 1.777 0.055
H 0.656 1.681 1.762
H -0.879 2.903 -0.525
H -1.754 2.229 0.820
H -0.600 3.303 1.267
H 1.445 -0.384 -1.021
H 0.841 -1.813 -0.344
H 1.912 -0.891 0.537
H -0.428 -3.219 -1.421
H 0.875 -3.879 -1.142
O 0.298 -3.234 -0.754

Forces on atoms 1 to 3 (eV/Å):
0.668 -0.829 -0.831
-0.683 0.952 -0.415
-2.696 -1.217 0.630

---

Q: max |F| of number 2 (C8H13FN3)?
A: 4.5 eV/Å